Entry 1:
{
  "formula": "C15H19N3O2",
  "method": "wB97M-V/def2-TZVPD",
  "symbols": ["C", "C", "C", "C", "C", "C", "C", "O", "C", "C", "C", "N", "C", "N", "C", "N", "C", "O", "C", "C", "H", "H", "H", "H", "H", "H", "H", "H", "H", "H", "H", "H", "H", "H", "H", "H", "H", "H", "H"],
  "coordinates": [[6.5240, 1.3968, 0.3586], [5.2014, 0.7177, 0.2515], [4.0614, 1.3471, -0.0252], [2.7335, 0.7666, -0.1488], [1.6486, 1.5993, -0.4133], [0.3782, 1.0796, -0.5296], [0.1319, -0.2839, -0.3959], [-1.1771, -0.6382, -0.5590], [-1.6562, -1.9069, -0.1620], [-3.1808, -1.8798, -0.2521], [-3.8272, -0.9601, 0.7890], [-3.5980, 0.4242, 0.4877], [-2.7374, 1.2960, 1.0367], [-2.8193, 2.4568, 0.4305], [-3.7595, 2.2461, -0.5112], [-4.2534, 1.0316, -0.5068], [1.2182, -1.1413, -0.1416], [0.9669, -2.4925, -0.0326], [2.0427, -3.3623, 0.2116], [2.4879, -0.6009, -0.0179], [7.2235, 0.9777, -0.3653], [6.4321, 2.4651, 0.1796], [6.9493, 1.2416, 1.3507], [5.2247, -0.3506, 0.4181], [4.0930, 2.4192, -0.1796], [1.7991, 2.6625, -0.5221], [-0.4655, 1.7228, -0.7233], [-1.2658, -2.6884, -0.8236], [-1.3402, -2.1325, 0.8643], [-3.5550, -2.8937, -0.1089], [-3.4699, -1.5328, -1.2450], [-3.4276, -1.1653, 1.7856], [-4.9088, -1.1250, 0.7909], [-2.0851, 1.0640, 1.8532], [-4.0799, 3.0017, -1.1984], [1.6047, -4.3590, 0.2512], [2.5308, -3.1454, 1.1677], [2.7833, -3.3263, -0.5939], [3.3199, -1.2559, 0.1770]],
  "forces_ev_per_angstrom": [[-0.027, -0.037, 0.002], [-0.118, 0.223, -0.053], [0.498, -0.042, 0.089], [-0.613, -0.137, -0.079], [0.291, -0.168, 0.067], [-0.163, -0.359, 0.017], [0.058, 0.244, 0.016], [0.204, 0.075, -0.191], [-0.424, -0.581, -0.026], [0.409, 0.336, 0.235], [-0.119, -0.636, -0.303], [0.212, 0.767, 0.409], [-0.271, -0.026, -0.104], [0.429, 0.405, 0.250], [0.086, -0.212, 0.150], [-0.577, -0.330, -0.555], [-0.091, -0.239, 0.046], [-0.182, 0.534, -0.131], [0.158, -0.136, 0.035], [0.015, 0.037, -0.001], [0.112, 0.028, -0.016], [0.043, 0.087, -0.007], [0.103, 0.035, 0.040], [-0.138, -0.177, 0.007], [0.076, 0.130, -0.009], [0.040, 0.124, -0.010], [-0.124, 0.060, -0.016], [-0.039, 0.123, 0.173], [0.002, -0.003, -0.096], [-0.008, -0.039, -0.025], [-0.076, -0.093, -0.034], [-0.070, 0.058, -0.048], [0.143, 0.075, 0.134], [0.158, -0.170, 0.201], [-0.137, 0.122, -0.193], [0.093, 0.040, 0.009], [0.000, 0.001, -0.051], [-0.012, 0.009, 0.046], [0.062, -0.127, 0.021]],
  "smiles": "C/C=C/c1ccc(OCCCn2cncn2)c(OC)c1",
  "total_charge": 0,
  "lumo_energy_ev": 0.66,
  "orbital_gap_ev": 8.34
}

=====

Entry 2:
{
  "formula": "CHBrN",
  "method": "wB97M-V/def2-TZVPD",
  "symbols": ["C", "N", "Br", "H"],
  "coordinates": [[-1.0103, -0.0184, 0.0214], [0.7149, 0.0493, -0.0174], [2.3734, -0.0194, -0.0015], [-2.0780, -0.0115, -0.0025]],
  "forces_ev_per_angstrom": [[16.821, -0.355, 0.239], [-17.982, 0.303, -0.169], [2.335, -0.380, 0.199], [-1.174, 0.433, -0.270]],
  "smiles": "C#[N+]Br",
  "total_charge": 1,
  "lumo_energy_ev": [-8.22, -8.24],
  "orbital_gap_ev": [7.78, 7.75]
}

=====

Entry 3:
{
  "formula": "C3H3ClFNOS",
  "method": "wB97M-V/def2-TZVPD",
  "symbols": ["F", "C", "Cl", "C", "N", "O", "C", "S", "H", "H", "H"],
  "coordinates": [[-2.1108, 1.6462, 0.0764], [-1.8347, 0.3843, 0.3352], [-2.9557, -0.8215, -0.3483], [-0.4891, 0.3144, -0.1768], [0.4911, 1.2864, -0.1731], [1.7820, 0.8563, -0.2093], [1.8690, -0.6650, -0.2268], [0.2292, -1.3443, 0.2245], [-2.0568, 0.2087, 1.4536], [2.2477, -0.7427, -1.4181], [2.8280, -1.1229, 0.4628]],
  "forces_ev_per_angstrom": [[-2.281, 2.254, -0.421], [-1.138, 0.226, 2.023], [-0.049, 0.188, -0.589], [7.291, -0.866, 1.545], [-3.611, -2.465, -0.315], [-1.515, -1.755, 0.932], [3.269, -0.100, -1.991], [1.104, 1.306, -1.095], [1.255, 0.235, -1.510], [-1.351, -0.687, 3.155], [-2.973, 1.664, -1.735]],
  "smiles": "F[C@@H](Cl)C1=NOCS1",
  "total_charge": 0,
  "lumo_energy_ev": -0.21,
  "orbital_gap_ev": 8.80
}

=====

Entry 4:
{
  "formula": "C20H46ErO2P4",
  "method": "wB97M-V/def2-TZVPD",
  "symbols": ["Er", "P", "P", "P", "H", "C", "C", "H", "C", "C", "C", "C", "C", "C", "C", "C", "C", "H", "H", "H", "H", "H", "H", "H", "H", "H", "H", "H", "H", "H", "H", "H", "H", "H", "H", "H", "H", "H", "H", "H", "H", "H", "H", "H", "H", "H", "C", "C", "C", "C", "C", "C", "O", "H", "H", "H", "H", "H", "H", "C", "P", "C", "C", "O", "H", "H", "H", "H", "H", "H", "H", "H", "H"],
  "coordinates": [[0.1365, 0.6164, -0.1562], [-2.3106, 1.9658, -0.8595], [-0.7976, -0.9743, -2.3284], [1.2070, 1.9675, 2.1111], [2.2526, 0.0518, -2.2895], [2.3515, 0.3078, -1.2251], [2.2727, -0.6742, -0.2517], [2.1091, -1.7242, -0.5175], [-1.8843, 2.9343, -2.3660], [-3.9946, 1.4045, -1.3070], [-2.7716, 3.1823, 0.4452], [0.2999, -2.4097, -2.6569], [-2.3871, -1.8624, -2.1006], [-0.9929, -0.3060, -4.0314], [2.8464, 1.3741, 2.7059], [0.1740, 2.3030, 3.5885], [1.6411, 3.6713, 1.6195], [2.8265, 1.2725, -0.9826], [2.7829, -0.5472, 0.7102], [-2.4541, 3.8781, -2.4086], [-2.0796, 2.3470, -3.2813], [-0.7993, 3.1643, -2.3239], [-4.6968, 2.2482, -1.3778], [-4.3536, 0.7203, -0.5291], [-3.9853, 0.8652, -2.2629], [-3.6841, 3.7362, 0.1734], [-1.9547, 3.8874, 0.6597], [-2.9892, 2.6049, 1.3571], [0.2169, -2.7373, -3.7039], [0.0358, -3.2484, -2.0001], [1.3396, -2.1324, -2.4561], [-2.7624, -2.2582, -3.0568], [-3.1431, -1.1943, -1.6709], [-2.2385, -2.7006, -1.4104], [-1.3504, -1.0795, -4.7247], [-0.0324, 0.0732, -4.3994], [-1.6960, 0.5320, -4.0545], [3.4286, 2.2076, 3.1276], [3.4194, 0.9326, 1.8745], [2.7302, 0.6001, 3.4770], [0.7060, 2.9566, 4.2994], [-0.1010, 1.3561, 4.0711], [-0.7488, 2.8078, 3.2581], [2.1692, 4.1442, 2.4605], [0.7535, 4.2614, 1.3440], [2.2891, 3.6297, 0.7359], [2.2669, 5.1123, -1.7033], [1.7114, 5.8800, -2.7539], [2.4723, 6.9238, -3.3248], [3.7301, 7.2540, -2.7706], [4.2113, 6.5507, -1.6559], [3.4895, 5.4677, -1.1153], [1.6970, 3.8923, -1.3251], [0.7181, 3.9860, -1.3484], [0.6941, 5.6434, -3.0804], [2.1096, 7.5029, -4.1887], [4.3622, 8.0402, -3.2115], [5.1730, 6.8033, -1.1884], [3.8533, 4.9240, -0.2354], [0.0435, -3.5860, 1.8154], [-0.9388, -2.1012, 1.9907], [-2.6350, -2.4766, 1.6121], [-0.7370, -1.4754, 3.6459], [-0.4286, -1.0042, 1.0170], [1.0991, -3.3183, 1.9512], [-0.1062, -4.0283, 0.8199], [-0.2308, -4.3308, 2.5777], [-2.9467, -3.4502, 2.0148], [-3.2717, -1.6971, 2.0419], [-2.7537, -2.5012, 0.5243], [0.2036, -0.9076, 3.7028], [-1.5738, -0.8155, 3.9100], [-0.6928, -2.3223, 4.3458]],
  "forces_ev_per_angstrom": [[-2.404, 0.225, 0.907], [-1.062, 1.030, -0.398], [-0.356, -0.974, -1.412], [0.472, 1.107, 0.580], [-0.448, 0.219, 0.408], [1.788, -2.090, 1.117], [2.699, 0.427, -2.195], [-0.472, 0.418, 0.015], [0.506, 0.238, 0.174], [-0.005, -0.795, 0.105], [0.262, -0.048, 0.158], [0.326, 0.002, 0.101], [-0.287, 0.218, 0.316], [0.124, 0.395, 0.032], [-0.028, -0.334, 0.038], [-0.129, -0.347, -0.039], [0.150, 0.027, -0.166], [-0.499, -0.100, -0.065], [-0.787, 0.312, -0.027], [0.220, -0.376, -0.004], [0.099, 0.338, 0.524], [-0.551, 0.063, -0.369], [0.412, -0.130, 0.012], [-0.113, 0.119, -0.173], [-0.026, 0.141, 0.222], [0.420, -0.139, -0.022], [-0.264, -0.153, -0.028], [0.050, 0.243, -0.176], [-0.013, 0.091, 0.364], [0.083, 0.196, -0.147], [-0.078, -0.212, -0.256], [0.221, 0.142, 0.289], [0.062, -0.217, -0.154], [-0.015, 0.141, -0.233], [0.110, 0.104, 0.307], [-0.118, -0.083, 0.040], [0.058, -0.237, -0.006], [-0.264, -0.257, -0.117], [-0.098, 0.329, 0.341], [0.023, 0.181, -0.174], [-0.158, -0.299, -0.281], [0.046, 0.374, 0.054], [0.326, -0.140, 0.154], [-0.233, -0.024, -0.261], [0.279, -0.152, 0.187], [-0.128, 0.155, 0.409], [0.962, 1.208, -0.882], [0.688, -0.099, 0.422], [0.194, -0.021, 0.647], [-0.058, -0.428, 0.048], [-0.238, -0.293, 0.103], [-0.478, 0.214, -0.440], [-1.571, -0.400, 0.200], [0.979, 0.287, -0.136], [0.405, 0.059, -0.262], [0.028, -0.434, 0.588], [-0.546, -0.404, 0.229], [-0.505, 0.010, -0.357], [0.010, 0.163, -0.505], [0.149, 0.013, -0.126], [0.192, -0.566, 0.278], [-0.307, -0.011, 0.100], [-0.069, -0.030, 0.294], [0.064, 0.405, -0.455], [-0.159, -0.164, -0.036], [0.069, 0.111, 0.269], [0.012, 0.254, -0.208], [0.159, 0.251, 0.013], [-0.043, -0.117, -0.143], [-0.028, 0.021, 0.259], [-0.229, -0.296, -0.003], [0.195, -0.181, 0.008], [-0.076, 0.320, -0.054]],
  "multiplicity": 4,
  "total_charge": 3,
  "lumo_energy_ev": [-10.35, -10.29],
  "orbital_gap_ev": [4.73, 4.79]
}

=====

Entry 5:
{
  "formula": "C23H11Cl5N3O4RuS3",
  "method": "wB97M-V/def2-TZVPD",
  "symbols": ["Ru", "C", "C", "C", "C", "C", "C", "C", "S", "O", "O", "N", "C", "C", "O", "O", "H", "H", "H", "H", "H", "H", "H", "H", "H", "Cl", "C", "C", "C", "Cl", "C", "Cl", "C", "Cl", "C", "Cl", "S", "C", "C", "C", "C", "N", "C", "C", "C", "S", "C", "N", "H", "H"],
  "coordinates": [[-1.0769, -1.0982, -0.7865], [1.5533, 6.2376, 2.4933], [1.3277, 5.0140, 1.6408], [1.9569, 4.8712, 0.4100], [1.7386, 3.7503, -0.3809], [0.8877, 2.7580, 0.0760], [0.2451, 2.8769, 1.3040], [0.4704, 4.0021, 2.0763], [0.6079, 1.3313, -0.9245], [1.2732, 0.2030, -0.2969], [0.9806, 1.6960, -2.2647], [-0.9607, 0.9894, -0.7572], [-1.9263, 1.7785, -1.4840], [-2.5927, 0.9404, -2.6334], [-3.2891, 1.5805, -3.4100], [-2.3501, -0.3101, -2.5747], [2.2385, 6.9359, 2.0120], [1.9731, 5.9649, 3.4638], [0.6128, 6.7602, 2.6799], [2.6205, 5.6529, 0.0567], [2.2107, 3.6399, -1.3488], [-0.4199, 2.0917, 1.6427], [-0.0307, 4.1035, 3.0340], [-1.5174, 2.6798, -1.9345], [-2.7696, 2.0291, -0.8389], [-0.2487, -0.6978, 2.3907], [-1.9007, -1.1576, 2.1492], [-2.3698, -1.3018, 0.8427], [-3.6903, -1.7284, 0.7115], [-4.3173, -2.0262, -0.8714], [-4.5186, -1.9518, 1.8095], [-6.1524, -2.4606, 1.5828], [-4.0206, -1.7713, 3.0948], [-5.0289, -2.0510, 4.4669], [-2.6978, -1.3767, 3.2681], [-2.0592, -1.1734, 4.8601], [0.2888, -1.5091, -2.7233], [1.2376, -2.8356, -2.1846], [2.4929, -3.0847, -2.7635], [3.2502, -4.1657, -2.3767], [4.5558, -4.3760, -2.9572], [5.5896, -4.5418, -3.4320], [2.7417, -5.0562, -1.4021], [1.5146, -4.8195, -0.8235], [0.7515, -3.6955, -1.1789], [-0.7746, -3.4051, -0.4156], [3.4944, -6.2277, -1.0116], [4.0911, -7.1608, -0.7032], [2.8719, -2.4043, -3.5151], [1.1352, -5.5004, -0.0724]],
  "forces_ev_per_angstrom": [[-0.688, 0.777, -1.441], [-0.015, -0.057, -0.035], [0.013, 0.051, 0.037], [0.018, 0.022, -0.016], [-0.031, -0.005, 0.059], [-0.086, 0.137, 0.061], [0.092, 0.025, 0.009], [-0.003, 0.014, 0.031], [-0.233, 0.033, 0.208], [0.084, -0.014, 0.053], [0.006, 0.066, 0.033], [0.600, -0.477, 0.032], [-0.421, -0.589, -0.649], [0.340, 0.959, 0.634], [-0.009, -0.603, -0.085], [-0.009, -0.422, 0.057], [-0.020, -0.032, 0.007], [-0.007, 0.002, -0.020], [0.019, -0.011, -0.005], [-0.016, -0.023, 0.012], [-0.028, 0.019, 0.033], [0.015, 0.037, -0.041], [0.022, -0.011, -0.047], [0.097, 0.080, 0.108], [0.110, 0.194, 0.201], [-0.001, -0.039, -0.147], [0.046, 0.102, -0.024], [0.022, -0.377, 0.535], [-0.005, -0.016, -0.205], [0.089, 0.015, 0.020], [-0.132, 0.011, -0.020], [0.087, 0.028, 0.049], [-0.062, -0.027, 0.090], [0.056, 0.024, -0.088], [0.040, 0.047, 0.081], [-0.058, -0.006, -0.084], [-0.150, 0.102, 0.575], [0.037, -0.208, 0.010], [-0.112, 0.102, -0.068], [0.239, -0.202, 0.053], [-0.244, -0.023, 0.056], [-0.050, 0.029, 0.033], [0.288, -0.305, -0.022], [-0.249, 0.120, 0.060], [0.261, -0.239, -0.250], [0.189, 0.360, 0.174], [-0.076, 0.286, -0.084], [-0.060, 0.036, 0.000], [-0.026, -0.007, 0.024], [0.021, 0.013, -0.007]],
  "multiplicity": 5,
  "total_charge": -1,
  "lumo_energy_ev": [1.69, -0.56],
  "orbital_gap_ev": [7.62, 5.35]
}

=====

Across the entries above, maximum force takes the values 0.9 18.0 7.5 3.5 1.8 eV Å⁻¹, respectively.
Across the entries above, ΔE to the lowest compared entry with this formula, charge and spin takes the values 2.975 0.585 4.264 0.436 0.709 eV, respectively.